# 1
Below is a cluster of 4 separate species, H8O4 in total, with properties calculated with ωB97M-V/def2-TZVPD.

Results
E, Eh: -305.74592
LUMO energy, eV: 0.21
SMILES: O.O.O.O
M, u: 72.06
HOMO-LUMO gap, eV: 11.04

```
12
Properties=species:S:1:pos:R:3:forces:R:3
O -39.11400 -7.00600 13.35900 1.076 0.695 0.600
H -39.32000 -7.67400 12.70900 -0.384 -0.516 -0.463
H -39.94900 -6.68100 13.64600 -1.028 0.388 0.521
O -37.38800 -8.62500 14.75300 0.523 -0.646 0.285
H -37.89400 -7.86400 14.45100 0.068 0.224 -0.298
H -36.48700 -8.58100 14.40500 -0.456 0.266 0.086
O -38.03800 -5.21100 11.41900 -0.060 0.466 -0.454
H -37.31000 -5.82400 11.27700 -0.234 -0.008 0.363
H -38.59500 -5.53900 12.13900 0.491 -0.424 -0.034
O -39.62900 -8.49700 11.33400 1.844 0.036 0.188
H -40.13500 -8.76700 10.60500 -1.749 -0.595 -1.312
H -38.75500 -8.45800 10.90800 -0.092 0.116 0.518
```
Positions in Å, forces in eV/Å.

---

# 2
Below is the molecule C3H6O2, with properties calculated with ωB97M-V/def2-TZVPD.

Results
E, Eh: -268.24533
LUMO energy, eV: 0.24
SMILES: COCC=O
M, u: 74.08
HOMO-LUMO gap, eV: 9.92

```
11
Properties=species:S:1:pos:R:3:forces:R:3
C -1.45928 0.87438 0.62636 -0.126 -0.593 0.219
O -0.41857 0.08107 -0.00601 -0.016 -1.476 -0.644
C 0.75107 -1.08458 0.06509 -1.541 1.245 0.450
C 1.43765 -0.25062 -0.97516 0.093 0.948 0.012
O 1.69682 0.88911 -0.70174 1.478 -0.197 -0.753
H -2.31675 0.26507 0.91142 0.008 -0.102 0.191
H -1.18535 1.53258 1.47697 0.489 -0.741 -0.274
H -1.83095 1.57807 -0.15462 0.574 -0.695 0.191
H 0.64979 -2.16048 -0.27743 -1.263 1.312 0.380
H 1.20806 -1.08706 1.04954 0.020 0.342 0.023
H 1.46750 -0.63755 -2.01443 0.283 -0.043 0.205
```
Positions in Å, forces in eV/Å.

---

# 3
Below is a cluster of 2 separate species, CH8N3P2 in total, with properties calculated with ωB97M-V/def2-TZVPD.

Results
Charge: +1
E, Eh: -889.48864
LUMO energy, eV: -4.16
M, u: 124.04
HOMO-LUMO gap, eV: 9.42

```
14
Properties=species:S:1:pos:R:3:forces:R:3
C -0.48271 -0.77031 1.11183 1.002 0.239 1.792
N -1.59034 -0.85383 0.49427 -1.700 0.369 -1.459
N 0.74295 -0.35605 -0.48053 0.034 0.459 1.680
N 0.09064 -0.76653 2.21377 0.008 0.340 -2.787
P -1.99446 -0.09414 -1.09764 1.597 0.782 -0.261
P 1.82075 0.78564 -0.58966 -4.247 2.755 1.699
H -2.31652 -1.48618 0.79688 0.247 -0.370 0.546
H 0.94381 -0.96213 -1.19789 -0.349 -2.643 -2.022
H 1.08010 -0.84547 1.96473 0.240 -0.394 0.988
H 3.04588 0.59249 -0.89209 3.556 -0.890 -0.932
H -3.32119 0.31199 -0.81773 0.238 0.293 0.552
H -1.16915 1.13821 -0.85926 -1.649 -1.024 -0.139
H 1.41835 1.94379 -1.29369 0.328 -0.326 -0.472
H 1.73190 1.36253 0.64702 0.695 0.411 0.815
```
Positions in Å, forces in eV/Å.

---

# 4
Below is the molecule C3H7NO2, with properties calculated with ωB97M-V/def2-TZVPD.

Results
E, Eh: -323.75136
LUMO energy, eV: 0.70
SMILES: CNC(=O)CO
M, u: 89.09
HOMO-LUMO gap, eV: 10.38

```
13
Properties=species:S:1:pos:R:3:forces:R:3
C -0.98598 0.52831 1.70355 -0.064 -0.027 0.180
N -0.41310 0.37506 0.38645 0.096 -0.026 -0.117
C 0.51501 -0.56541 0.08148 0.119 -0.084 0.198
O 0.90760 -1.43715 0.84237 -0.126 0.375 -0.289
C 1.06461 -0.42306 -1.33911 0.242 -0.138 0.122
O 0.19686 0.28943 -2.20070 -0.262 -0.180 -0.077
H -2.07984 0.48761 1.66344 0.170 -0.010 0.022
H -0.61796 -0.29098 2.32364 -0.072 0.120 -0.064
H -0.68449 1.48100 2.15384 -0.042 -0.159 -0.046
H -0.59949 1.06098 -0.33029 0.018 -0.061 0.112
H 1.31410 -1.42219 -1.71530 -0.101 0.126 0.073
H 1.99163 0.15570 -1.29649 -0.066 -0.100 0.081
H -0.60895 -0.23930 -2.27289 0.089 0.164 -0.194
```
Positions in Å, forces in eV/Å.